[1]
Formula: C24H20ClNO6S
Source: the OMol25 dataset
Level of theory: wB97M-V/def2-TZVPD

```
53
C24H20ClNO6S, DFT wB97M-V/def2-TZVPD
O -8.468 -1.763 -0.090
N -7.893 -0.651 0.019
O -8.533 0.425 -0.073
C -6.471 -0.620 0.247
C -5.780 0.602 0.342
C -4.419 0.618 0.591
C -3.726 -0.591 0.672
S -2.016 -0.583 1.298
C -0.517 -0.220 -0.062
Cl -0.877 1.416 -0.749
O -1.784 0.540 2.210
O -1.565 -1.932 1.626
C -4.393 -1.811 0.578
C -5.754 -1.825 0.336
H -6.339 1.519 0.214
H -3.922 1.563 0.762
H -0.765 -1.073 -0.763
H -3.879 -2.747 0.738
H -6.292 -2.753 0.207
C 2.441 -1.025 -5.839
C 1.418 -1.588 -4.844
C 1.608 -0.753 -3.608
C 2.620 0.175 -3.932
O 3.146 0.101 -5.184
C 3.044 1.110 -2.960
C 2.399 1.065 -1.715
C 1.384 0.132 -1.352
C 0.991 0.151 0.007
C 1.949 0.436 1.006
C 1.524 0.757 2.319
C 2.421 1.040 3.322
C 3.818 0.932 3.069
O 4.641 1.331 4.076
C 3.737 1.784 5.149
C 2.298 1.554 4.720
C 4.293 0.453 1.829
C 3.376 0.150 0.836
C 0.988 -0.768 -2.361
H 3.182 -1.782 -6.122
H 1.959 -0.648 -6.747
H 0.397 -1.476 -5.220
H 1.597 -2.649 -4.646
H 3.845 1.834 -3.160
H 2.809 1.735 -0.944
H 0.159 -0.756 0.875
H 0.470 0.841 2.550
H 3.976 1.218 6.045
H 3.932 2.834 5.352
H 1.684 2.447 4.705
H 1.840 0.795 5.345
H 5.392 0.330 1.660
H 3.768 -0.294 -0.113
H 0.286 -1.579 -2.223
```

HOMO level	-6.5	eV
HOMO-LUMO gap	4.749	eV
largest force on an atom	4.495	eV/A

=====

[2]
Formula: C33H28BF12N9O2PmSbSe4
Source: the OMol25 dataset
Level of theory: wB97M-V/def2-TZVPD

```
91
C33H28BF12N9O2PmSbSe4, DFT wB97M-V/def2-TZVPD
Pm -18.061 6.918 4.611
C -20.283 12.611 0.006
C -20.030 11.294 0.748
C -20.486 10.059 0.279
C -20.350 8.902 1.021
C -19.719 8.847 2.280
N -19.630 7.674 2.991
C -20.812 6.937 2.971
C -22.011 7.654 3.158
C -23.261 7.061 2.998
C -23.354 5.693 2.690
C -24.674 4.997 2.364
C -22.165 4.937 2.563
C -20.919 5.508 2.767
C -19.607 4.735 2.644
O -18.728 5.196 3.553
C -19.782 3.238 3.014
F -20.383 2.467 2.076
F -20.449 3.036 4.125
F -18.545 2.705 3.224
C -18.950 4.750 1.156
F -19.866 4.660 0.157
F -18.068 3.754 0.969
F -18.267 5.848 0.916
C -19.135 10.062 2.727
C -19.300 11.217 1.961
C -18.150 10.171 3.920
O -18.025 9.061 4.653
C -18.549 11.266 4.970
F -17.927 11.056 6.124
F -19.881 11.187 5.226
F -18.323 12.539 4.653
C -16.711 10.432 3.330
F -16.284 9.249 2.778
F -16.637 11.351 2.361
F -15.827 10.833 4.247
H -19.705 12.675 -0.911
H -19.894 13.484 0.583
H -21.326 12.789 -0.267
H -20.980 10.064 -0.662
H -20.635 7.970 0.560
H -21.969 8.676 3.443
H -24.198 7.599 3.062
H -24.575 3.922 2.165
H -25.056 5.521 1.478
H -25.332 5.115 3.207
H -22.277 3.895 2.345
H -18.946 12.203 2.363
C -11.600 4.994 6.253
C -12.218 4.233 5.256
N -13.417 4.751 4.884
N -13.577 5.859 5.656
C -12.492 6.004 6.479
B -14.931 6.604 5.756
N -15.747 5.845 6.813
C -15.407 5.757 8.091
C -16.521 5.501 8.868
C -17.559 5.488 7.896
N -17.075 5.728 6.674
N -14.766 8.023 6.297
C -13.710 8.877 6.139
C -13.942 10.017 6.876
C -15.227 9.799 7.412
N -15.687 8.601 7.065
H -10.668 4.807 6.809
H -11.796 3.410 4.711
H -12.438 6.833 7.149
H -15.486 6.535 4.637
H -14.366 5.823 8.365
H -16.598 5.267 9.884
H -18.628 5.402 8.093
H -12.790 8.737 5.543
H -13.328 10.893 6.904
H -15.819 10.434 8.073
C -22.577 8.940 8.091
N -21.710 8.029 7.373
C -21.905 6.644 7.300
C -20.925 6.155 6.514
N -20.092 7.171 6.146
C -20.578 8.285 6.645
H -22.298 9.987 7.790
H -22.476 8.829 9.177
H -23.609 8.797 7.712
H -22.662 6.169 7.933
H -20.812 5.103 6.211
H -20.194 9.274 6.610
Se -20.190 7.702 11.005
Sb -20.489 9.807 11.853
Se -19.216 10.798 13.546
Se -22.656 10.828 11.239
Se -20.833 11.566 10.001
```

charge	-2
HOMO level (alpha / beta)	-2.6 / -2.6	eV
2S+1	5
HOMO-LUMO gap (alpha / beta)	6.123 / 6.132	eV
largest force on an atom	2.576	eV/A
<S²>	6.004

=====

[3]
Formula: C29H36N3O8Re
Source: the OMol25 dataset
Level of theory: wB97M-V/def2-TZVPD

```
77
C29H36N3O8Re, DFT wB97M-V/def2-TZVPD
Re -0.604 -0.124 0.494
C -2.404 -2.739 1.189
C -1.296 -2.556 2.007
C -1.277 -1.157 2.463
C -2.463 -0.527 1.922
C -3.117 -1.498 1.101
C -4.361 -1.260 0.339
C -3.116 0.697 2.478
C -0.664 -0.773 3.779
C -0.264 -3.542 2.406
C -2.827 -4.005 0.528
H -4.958 -2.165 0.253
H -4.111 -0.923 -0.671
H -4.957 -0.476 0.800
H -3.917 0.399 3.157
H -3.537 1.310 1.685
H -2.407 1.301 3.037
H -1.341 -1.067 4.585
H -0.504 0.302 3.845
H 0.291 -1.272 3.933
H -0.368 -3.784 3.465
H 0.726 -3.101 2.277
H -0.333 -4.464 1.835
H -3.519 -4.547 1.176
H -1.981 -4.664 0.341
H -3.343 -3.809 -0.410
N 0.601 1.827 -0.172
C 1.639 1.884 -1.215
C 2.187 0.492 -1.543
C 1.259 -0.308 -2.470
C 1.095 -1.772 -2.048
N -0.078 -1.923 -1.180
H -0.097 2.557 -0.310
H 1.011 2.003 0.751
H 2.466 2.520 -0.879
H 1.217 2.323 -2.123
H 2.330 -0.046 -0.606
H 3.166 0.602 -2.007
H 1.631 -0.257 -3.492
H 0.266 0.146 -2.477
H 1.971 -2.115 -1.497
H 0.977 -2.405 -2.935
H -0.078 -2.832 -0.731
H -0.928 -1.830 -1.736
O -2.253 2.252 -0.076
C -2.124 1.634 -1.132
O -1.783 0.379 -1.104
C -2.161 2.291 -2.458
C -1.994 1.549 -3.625
C -1.840 2.160 -4.861
C -1.850 3.537 -4.884
O -1.696 4.373 -5.934
C -1.779 5.686 -5.414
O -2.005 5.612 -4.022
C -2.043 4.290 -3.713
C -2.200 3.694 -2.490
H -1.986 0.472 -3.560
H -1.689 1.590 -5.762
H -2.607 6.228 -5.895
H -0.833 6.212 -5.615
H -2.344 4.264 -1.587
O 1.377 1.241 2.444
C 1.868 0.161 2.120
O 1.240 -0.676 1.367
C 3.244 -0.234 2.537
C 3.941 0.532 3.470
C 5.240 0.202 3.819
C 5.860 -0.886 3.228
C 5.164 -1.639 2.291
C 3.861 -1.326 1.942
N 5.824 -2.758 1.649
O 6.943 -3.025 2.014
O 5.205 -3.344 0.786
H 3.443 1.385 3.906
H 5.772 0.801 4.543
H 6.877 -1.158 3.466
H 3.343 -1.920 1.206
```

charge	+1
HOMO level (alpha / beta)	-10.7 / -10.7	eV
2S+1	2
HOMO-LUMO gap (alpha / beta)	6.388 / 6.663	eV
largest force on an atom	2.279	eV/A
ΔE to the lowest compared entry with this formula, charge and spin	3.564	eV
<S²>	0.829

=====

[4]
Formula: C16H24NOS3
Source: the OMol25 dataset
Level of theory: wB97M-V/def2-TZVPD

```
45
C16H24NOS3, DFT wB97M-V/def2-TZVPD
C 5.475 1.470 1.962
N 4.552 0.424 1.553
C 4.924 -0.878 2.109
C 3.263 0.695 0.989
C 3.017 0.534 -0.419
C 1.759 0.721 -0.938
C 0.697 0.961 -0.087
C -0.601 1.263 -0.769
C -1.788 0.498 -0.170
S -3.292 1.659 -0.451
C -4.490 1.115 0.807
C -2.824 3.257 0.330
O -0.736 2.122 -1.650
C 0.899 1.156 1.277
C 2.163 1.033 1.818
H 5.359 2.380 1.349
H 5.335 1.739 3.031
H 6.498 1.069 1.827
H 4.379 -1.702 1.624
H 6.005 -1.027 1.947
H 4.735 -0.928 3.200
H 3.907 0.265 -1.041
H 1.636 0.674 -2.015
H -1.691 0.216 0.902
H -5.441 1.626 0.613
H -4.636 0.029 0.748
H -4.080 1.431 1.771
H -3.636 3.982 0.265
H -2.606 2.998 1.364
H -1.927 3.613 -0.176
H 0.004 1.419 1.823
H 2.313 1.188 2.879
C -2.083 -3.473 -2.829
C -3.076 -2.316 -3.008
S -2.606 -0.690 -2.502
C -1.929 -0.927 -0.842
S -0.630 -2.238 -0.802
C -1.638 -3.614 -1.377
H -2.590 -4.413 -3.127
H -1.202 -3.304 -3.472
H -3.337 -2.222 -4.075
H -3.980 -2.501 -2.411
H -2.668 -1.107 -0.031
H -2.503 -3.754 -0.715
H -0.931 -4.443 -1.281
```

charge	+1
HOMO level	-10.4	eV
HOMO-LUMO gap	7.341	eV
largest force on an atom	2.575	eV/A

=====

[5]
Formula: C8H7N2O3S2Sr
Source: the OMol25 dataset
Level of theory: wB97M-V/def2-TZVPD

```
23
C8H7N2O3S2Sr, DFT wB97M-V/def2-TZVPD
Sr 0.895 -0.423 1.039
C 0.250 0.678 -2.636
C 0.719 1.725 -1.638
C 0.584 3.130 -2.172
O -0.077 1.586 -0.408
C 2.175 1.415 -1.222
O 3.086 2.094 -1.657
O 2.266 0.391 -0.426
H -0.785 0.875 -2.932
H 0.299 -0.330 -2.227
H 0.873 0.711 -3.533
H -0.451 3.311 -2.484
H 1.237 3.272 -3.031
H 0.864 3.863 -1.416
H -0.988 1.812 -0.603
S -0.106 -0.747 3.669
C -0.952 -2.283 3.450
C -1.310 -2.956 4.700
N -1.583 -3.464 5.697
C -1.314 -2.905 2.300
S -1.060 -2.400 0.628
C -2.027 -4.177 2.424
N -2.596 -5.177 2.478
```

charge	-1
HOMO level	-4.4	eV
HOMO-LUMO gap	6.648	eV
largest force on an atom	2.513	eV/A
ΔE to the lowest compared entry with this formula, charge and spin	0.245	eV

=====

[6]
Formula: C45H39CoN6O2P2S
Source: the OMol25 dataset
Level of theory: wB97M-V/def2-TZVPD

```
96
C45H39CoN6O2P2S, DFT wB97M-V/def2-TZVPD
Co 0.265 2.057 -0.019
N 3.172 3.017 2.998
C 2.429 2.790 1.915
S 0.715 3.027 2.043
N 3.049 2.436 0.808
N 2.209 2.135 -0.192
C 2.683 1.914 -1.364
C 1.726 1.605 -2.407
C 2.087 1.376 -3.723
C 1.090 1.136 -4.656
C -0.231 1.149 -4.241
C -0.511 1.384 -2.905
N 0.444 1.597 -2.002
H 2.751 3.361 3.843
H 4.176 2.960 2.934
H 3.748 1.984 -1.554
H 3.131 1.392 -4.006
H 1.341 0.949 -5.691
H -1.042 0.980 -4.935
H -1.532 1.406 -2.557
O -6.465 -1.981 0.717
C -6.475 -0.822 0.034
O -7.422 -0.476 -0.601
C -5.211 -0.003 0.093
C -5.195 1.225 0.742
C -4.062 2.019 0.695
C -2.939 1.585 -0.006
C -2.941 0.347 -0.625
C -4.081 -0.442 -0.589
N -1.787 2.437 -0.116
C -2.034 3.661 -0.390
C -0.945 4.613 -0.535
C -1.157 5.979 -0.532
C -0.054 6.818 -0.604
C 1.203 6.252 -0.718
C 1.324 4.870 -0.733
N 0.272 4.062 -0.635
H -5.663 -2.074 1.246
H -6.074 1.568 1.271
H -4.043 2.963 1.224
H -2.064 0.011 -1.163
H -4.097 -1.389 -1.111
H -3.052 4.002 -0.561
H -2.162 6.373 -0.462
H -0.178 7.892 -0.576
H 2.091 6.864 -0.787
H 2.294 4.407 -0.833
C -0.394 -1.586 0.435
P 0.466 -0.114 1.122
C -0.384 0.128 2.718
C -1.768 0.294 2.694
C -2.463 0.598 3.854
C -1.780 0.736 5.054
C -0.404 0.564 5.087
C 0.295 0.273 3.926
C 2.064 -0.895 1.557
C 3.267 -0.683 0.892
C 4.407 -1.386 1.256
C 4.357 -2.318 2.278
C 3.155 -2.563 2.927
C 2.017 -1.863 2.567
P -0.038 -1.923 -1.360
C 1.686 -2.527 -1.357
C 2.587 -1.948 -2.243
C 3.888 -2.429 -2.342
C 4.290 -3.492 -1.551
C 3.393 -4.080 -0.664
C 2.096 -3.606 -0.572
C -0.929 -3.503 -1.580
C -0.657 -4.216 -2.749
C -1.298 -5.415 -3.007
C -2.233 -5.914 -2.109
C -2.523 -5.207 -0.954
C -1.874 -4.007 -0.689
H -1.468 -1.432 0.539
H -0.093 -2.428 1.061
H -2.313 0.179 1.766
H -3.539 0.719 3.824
H -2.320 0.969 5.962
H 0.129 0.660 6.023
H 1.370 0.163 3.969
H 3.326 -0.003 0.066
H 5.334 -1.209 0.727
H 5.245 -2.870 2.554
H 3.100 -3.301 3.715
H 1.091 -2.066 3.089
H 2.258 -1.133 -2.876
H 4.579 -1.986 -3.048
H 5.298 -3.878 -1.633
H 3.703 -4.919 -0.055
H 1.392 -4.094 0.093
H 0.067 -3.828 -3.459
H -1.074 -5.961 -3.914
H -2.732 -6.852 -2.310
H -3.256 -5.587 -0.255
H -2.104 -3.478 0.228
```

charge	+2
HOMO level (alpha / beta)	-12.8 / -12.8	eV
HOMO-LUMO gap (alpha / beta)	6.301 / 6.305	eV
largest force on an atom	1.821	eV/A

=====

[7]
Formula: C2H5ClFN
Source: the OMol25 dataset
Level of theory: wB97M-V/def2-TZVPD

```
10
C2H5ClFN, DFT wB97M-V/def2-TZVPD
C 0.003 -0.232 0.671
C -0.771 -0.308 -0.472
H 1.371 0.696 -0.819
H 1.780 0.708 1.398
H -0.002 -1.261 0.917
H -0.311 0.853 1.264
H -0.250 -0.572 -1.392
N 1.475 0.054 0.246
F -1.985 -1.120 -0.292
Cl -1.310 1.184 -1.521
```

HOMO level	-10.2	eV
HOMO-LUMO gap	10.426	eV
largest force on an atom	7.526	eV/A
ΔE to the lowest compared entry with this formula, charge and spin	4.449	eV

=====

largest force on an atom of number 1 (C24H20ClNO6S)? 4.495 eV/A

=====

The highest largest force on an atom belongs to which entry? C2H5ClFN

=====

Number 4 is which compound? C16H24NOS3

=====

The highest largest force on an atom belongs to which entry? C2H5ClFN